--- 1 ---
Computed, not measured: a gas-phase ion, C5H15N4 (charge +1), with wB97M-V/def2-TZVPD.

net charge: +1
M: 131.2 g mol⁻¹
orbital gap (alpha / beta): 0.2815 / 0.2815 hartree

CARTESIAN COORDINATES (ANGSTROEM)
C: -1.241 1.583 -0.107
C: -1.678 -0.753 1.066
C: -0.952 -0.583 -1.296
C: 0.552 0.029 0.776
C: -0.910 0.143 0.025
N: 1.250 2.195 0.051
N: 1.528 0.979 0.122
N: 1.228 -1.178 0.673
N: 2.113 -1.391 -0.385
H: -0.416 2.276 -0.342
H: -2.049 1.668 -0.863
H: -1.466 1.980 0.795
H: -1.006 -1.320 1.764
H: -2.364 -0.171 1.727
H: -2.214 -1.548 0.440
H: -0.649 -1.692 -1.339
H: -0.261 -0.070 -2.134
H: -2.025 -0.420 -1.750
H: 0.475 0.293 1.749
H: 1.786 2.675 -0.574
H: 1.054 -1.835 1.420
H: 1.912 -1.876 -1.218
H: 2.298 0.606 -0.512
H: 3.037 -1.591 -0.089

***

--- 2 ---
Computed, not measured: a gas-phase ion, C5H15N4 (charge +1), with wB97M-V/def2-TZVPD.

net charge: +1
M: 131.2 g mol⁻¹
orbital gap (alpha / beta): 0.3322 / 0.3201 hartree

CARTESIAN COORDINATES (ANGSTROEM)
C: -2.372 -0.669 -0.692
C: 0.579 1.910 0.677
C: 2.312 -0.346 -0.490
C: -1.224 -1.581 -0.122
C: 0.685 0.480 1.171
N: 0.385 -1.705 -1.965
N: -0.408 0.233 1.944
N: 0.921 -0.406 -0.004
N: 0.115 -1.172 -0.604
H: -2.186 -0.274 -1.715
H: -3.322 -1.232 -0.786
H: -2.573 0.322 -0.200
H: 0.681 2.591 1.451
H: 1.351 2.332 0.002
H: -0.337 2.022 0.248
H: 2.492 -0.071 -1.528
H: 2.807 0.327 0.177
H: 2.709 -1.379 -0.507
H: -1.559 -2.655 -0.493
H: -1.111 -1.668 0.879
H: 1.746 0.260 1.784
H: 1.428 -1.608 -2.236
H: -1.270 0.651 1.645
H: -0.339 0.220 2.942

***

Name the most stable of them. 1.

***

--- 1 ---
Computed, not measured: a molecular structure, C5H13N2O, with wB97M-V/def2-TZVPD.

net charge: +2
multiplicity: 2
M: 117.2 g mol⁻¹
orbital gap (alpha / beta): 0.1895 / 0.3090 hartree

CARTESIAN COORDINATES (ANGSTROEM)
O: 1.900 1.211 0.948
C: 1.664 0.377 0.221
N: 1.369 -0.536 -0.545
C: 4.265 -1.268 -1.215
C: -1.544 0.603 0.626
N: -2.678 -0.097 1.066
C: -3.144 -1.273 0.498
C: -1.806 2.141 0.512
H: 4.180 -0.219 -1.500
H: 4.897 -1.361 -0.334
H: 4.669 -1.850 -2.025
H: 3.215 -1.573 -0.955
H: -0.669 0.512 1.276
H: 0.488 0.291 -0.502
H: -1.298 0.367 -0.420
H: -3.677 -1.125 -0.457
H: -3.806 -1.797 1.201
H: -2.333 -2.002 0.326
H: -2.480 2.519 1.279
H: -0.905 2.740 0.429
H: -2.307 2.340 -0.426

***

--- 2 ---
Computed, not measured: a molecular structure, C5H13N2O, with wB97M-V/def2-TZVPD.

net charge: +2
multiplicity: 2
M: 117.2 g mol⁻¹
orbital gap (alpha / beta): 0.3109 / 0.1769 hartree

CARTESIAN COORDINATES (ANGSTROEM)
C: 0.103 1.470 1.377
O: 0.164 0.054 1.636
C: -1.022 1.804 0.436
C: -2.258 2.142 0.887
H: 1.097 1.773 0.944
H: -0.009 2.069 2.331
H: -0.755 -0.288 1.567
H: -0.866 1.647 -0.642
H: -3.113 2.342 0.239
H: -2.542 2.075 1.918
C: 1.336 -0.869 -1.079
C: 0.197 -1.623 -1.297
N: -0.523 -1.790 -2.444
N: 1.832 -0.959 0.247
H: 1.802 -0.278 -1.853
H: -0.163 -2.218 -0.430
H: -1.527 -1.617 -2.296
H: -0.185 -1.288 -3.263
H: 2.675 -0.411 0.483
H: 2.023 -1.968 0.488
H: 0.941 -0.572 0.864

***

Name the most stable of them. 2.